# 1
H4O2 | ωB97M-V/def2-TZVPD

Results
2S+1 ... 1
E_HOMO ... -10.77 eV
Energy relative to the best compared isomer or geometry (same formula, charge and spin) ... 3.2 kJ/mol
Calculated total energy ... -152.87371 hartree
Frontier orbital gap ... 11.399 eV

```
6
Properties=species:S:1:pos:R:3:mulliken_charge:R:1
H 1.33597 -0.36099 1.58598 0.308
H 0.49040 0.29784 0.48797 0.391
O 1.03723 0.50513 1.28761 -0.659
H -0.65514 -0.53481 -1.73904 0.317
H -1.48340 0.33508 -0.78882 0.320
O -0.72506 -0.24224 -0.83370 -0.678
```

---

# 2
C17H43BrNO14S3 | ωB97M-V/def2-TZVPD

Results
2S+1 ... 1
E_HOMO ... -6.81 eV
Energy relative to the best compared isomer or geometry (same formula, charge and spin) ... 0.0 kJ/mol
Charge ... -1
Calculated total energy ... -5550.07970 hartree
Frontier orbital gap ... 8.819 eV

```
79
Properties=species:S:1:pos:R:3:mulliken_charge:R:1
O -1.44796 3.83371 4.62347 -0.612
S -1.49173 2.94995 3.49314 1.045
O -2.64993 2.11074 3.30489 -0.596
C -1.19682 3.79071 1.96321 -0.607
S 0.55262 4.20352 1.71205 0.965
O 1.10034 2.94844 1.25273 -0.552
O 1.04943 4.72531 2.95413 -0.602
N 0.56420 5.19218 0.49380 -0.403
S 0.09233 6.70155 0.42627 0.954
O 1.20472 7.59375 0.29989 -0.600
O -0.99033 6.81405 -0.51211 -0.547
Br -0.86024 7.31740 2.35485 -0.193
H -0.39087 2.17181 3.54021 -0.012
H -1.87655 4.63893 1.91749 0.402
H -1.43164 3.07874 1.17486 0.280
C -6.21701 10.92709 0.78861 -0.675
O -5.27191 11.31902 -0.18484 -0.365
C -3.99816 11.63253 0.35784 -0.570
C -3.02201 10.48347 0.23950 -0.465
O -3.41534 9.37982 1.02584 -0.288
C -3.96453 8.30806 0.27979 -0.703
H -7.09160 10.55296 0.25819 0.238
H -5.82563 10.13785 1.43482 0.283
H -6.51906 11.77948 1.40948 0.318
H -4.09665 11.91942 1.41061 0.319
H -3.60902 12.49380 -0.19419 0.371
H -2.04199 10.81561 0.59823 0.368
H -2.91168 10.19083 -0.80970 0.342
H -3.18969 7.80930 -0.30910 0.259
H -4.76958 8.64945 -0.37897 0.392
H -4.36725 7.59560 0.99830 0.220
C -0.88284 -3.09018 1.88953 -0.749
O 0.20059 -2.73426 1.05156 -0.363
C -0.11213 -1.67665 0.15301 -0.147
C 0.41262 -0.34339 0.63313 -0.837
O -0.22513 0.06479 1.82773 -0.051
C 0.56900 -0.11984 2.98098 -0.973
H -0.49491 -3.76655 2.65024 0.209
H -1.31861 -2.21450 2.37565 0.323
H -1.66507 -3.60738 1.32062 0.339
H -1.19503 -1.61682 0.00553 0.311
H 0.34607 -1.91418 -0.81247 0.175
H 0.20953 0.41592 -0.12744 0.358
H 1.49704 -0.38941 0.77304 0.388
H 1.40761 0.58579 2.98224 0.346
H 0.95662 -1.13982 3.06088 0.378
H -0.06297 0.07668 3.84717 0.299
C 1.09170 -4.46640 -4.56523 -0.775
O 1.42761 -5.27418 -3.45413 -0.355
C 1.22319 -4.63412 -2.20327 -0.407
C -0.05285 -5.08522 -1.53220 -0.383
O -1.20392 -4.68600 -2.26051 -0.343
C -1.77273 -5.71888 -3.03761 -0.764
H 1.12503 -5.10229 -5.44851 0.256
H 0.08966 -4.04164 -4.46577 0.328
H 1.81223 -3.65066 -4.69027 0.306
H 1.21711 -3.54664 -2.32504 0.410
H 2.06959 -4.89342 -1.55985 0.231
H -0.10679 -4.62291 -0.54242 0.258
H -0.04029 -6.17353 -1.40545 0.371
H -2.25149 -6.47205 -2.40114 0.306
H -1.02557 -6.21049 -3.66669 0.323
H -2.53172 -5.26518 -3.67301 0.264
C 3.87876 -9.66635 0.04027 -0.732
O 3.65635 -8.98703 -1.17870 -0.405
C 3.55392 -7.57890 -1.03412 -0.221
C 4.83395 -6.87605 -1.42379 -0.496
O 5.90554 -7.19745 -0.55162 -0.380
C 6.79779 -8.15749 -1.07862 -0.722
H 4.10581 -10.70291 -0.20433 0.253
H 4.71668 -9.23679 0.59549 0.313
H 2.98437 -9.64196 0.67307 0.321
H 3.28521 -7.32021 -0.00439 0.314
H 2.75199 -7.23495 -1.69460 0.183
H 4.67527 -5.79494 -1.37083 0.346
H 5.09269 -7.12957 -2.45685 0.340
H 7.39136 -7.73521 -1.89744 0.325
H 6.27002 -9.04268 -1.44335 0.322
H 7.47065 -8.44916 -0.27376 0.237
```

---

# 3
C5H14NO2 | ωB97M-V/def2-TZVPD

Results
2S+1 ... 1
E_HOMO ... -3.01 eV
Energy relative to the best compared isomer or geometry (same formula, charge and spin) ... 201.5 kJ/mol
Charge ... -1
Calculated total energy ... -404.07780 hartree
Frontier orbital gap ... 6.694 eV

```
22
Properties=species:S:1:pos:R:3:mulliken_charge:R:1
C 1.37805 0.14184 0.43723 -0.306
O 2.39133 -0.43910 1.11900 -0.902
C 0.85461 -0.54782 -0.89451 -0.142
C -0.37145 0.15240 -1.45287 -0.591
C -1.81959 0.03332 -0.76032 -0.506
C -3.01008 -0.26257 1.38659 -0.963
N -2.05298 0.39637 0.61241 -0.274
H 1.71475 1.18230 0.02397 0.181
H 0.50807 0.40769 1.15844 -0.106
H 1.76608 -0.46470 -1.57182 0.138
H 0.57238 -1.60894 -0.78022 0.300
H -0.58896 0.18093 -2.62906 0.247
H -0.10012 1.30179 -1.16148 0.223
H -2.44976 0.60281 -1.40474 0.243
H -2.19145 -0.98213 -0.89894 0.350
H -2.69817 -0.43043 2.38325 0.351
H -4.02346 0.19830 1.50105 0.223
H -3.07271 -1.40048 1.00640 0.270
H -1.21098 0.50549 1.17719 0.328
H 5.43051 0.55444 0.71873 0.278
H 4.00323 0.22481 0.11683 0.365
O 4.97070 0.25366 -0.08711 -0.708
```